A cluster of 7 separate species, C39H75F2N12O4S2 in total at a distorted geometry. Source: OMol25; level of theory: the ωB97M-V functional and the def2-TZVPD basis.

Atoms and positions in Å:
C -1.03 0.20 4.75
C -0.30 1.55 4.72
C -0.73 2.28 3.44
C -0.02 3.72 3.38
N 0.52 4.08 2.02
C 0.78 5.61 2.22
C 2.13 5.67 2.96
C 2.86 4.43 2.47
C 1.92 3.53 1.68
C -0.46 3.85 0.90
H -0.58 -0.55 5.41
H -0.91 -0.18 3.73
H -2.09 0.22 5.00
H 0.77 1.35 4.59
H -0.37 2.21 5.59
H -1.79 2.46 3.24
H -0.45 1.69 2.56
H 0.82 3.67 4.06
H -0.73 4.41 3.82
H 0.78 6.12 1.26
H 0.04 6.06 2.87
H 2.73 6.54 2.74
H 1.89 5.64 4.02
H 3.54 4.80 1.70
H 3.54 3.94 3.15
H 2.13 3.46 0.62
H 1.88 2.54 2.13
H -1.27 4.57 1.04
H -0.80 2.82 1.01
H 0.01 4.01 -0.07
C 0.95 -3.34 7.09
C 1.83 -4.02 6.04
N 1.84 -3.31 4.79
C 0.75 -2.92 4.03
C 1.19 -2.06 3.11
N 2.56 -2.01 3.19
C 2.93 -2.72 4.29
C 3.43 -1.24 2.33
H 0.73 -3.98 7.94
H -0.09 -3.15 6.78
H 1.34 -2.39 7.46
H 1.68 -5.10 5.94
H 2.84 -3.94 6.46
H -0.22 -3.34 4.24
H 0.75 -1.51 2.30
H 3.90 -2.69 4.75
H 2.95 -0.27 2.21
H 3.51 -1.63 1.32
H 4.33 -1.03 2.89
C 5.65 3.88 -7.73
C 5.88 2.37 -7.57
N 5.70 1.94 -6.18
C 6.51 2.22 -5.09
C 5.97 1.63 -3.99
N 4.90 0.91 -4.44
C 4.74 1.09 -5.77
C 4.13 0.03 -3.58
H 6.28 4.22 -8.55
H 5.93 4.50 -6.88
H 4.62 4.08 -8.03
H 6.91 2.15 -7.83
H 5.24 1.80 -8.23
H 7.37 2.83 -5.30
H 6.13 1.84 -2.94
H 4.01 0.61 -6.41
H 4.63 -0.42 -2.74
H 3.70 -0.72 -4.24
H 3.24 0.52 -3.16
C -5.12 -0.13 1.26
C -5.17 1.09 2.20
N -6.12 2.09 1.75
C -5.82 3.40 1.48
C -6.86 4.05 0.91
N -7.81 3.05 0.75
C -7.34 1.86 1.23
C -9.17 3.29 0.27
H -4.74 0.19 0.30
H -6.09 -0.63 1.28
H -4.40 -0.84 1.68
H -4.13 1.40 2.28
H -5.44 0.79 3.21
H -4.87 3.76 1.84
H -7.06 5.06 0.59
H -7.91 0.95 1.23
H -9.14 3.42 -0.81
H -9.71 4.03 0.85
H -9.76 2.39 0.46
C -1.50 -5.38 1.59
C -0.71 -5.49 0.28
N 0.74 -5.29 0.52
C 1.59 -6.06 1.29
C 2.88 -5.66 1.11
N 2.82 -4.58 0.26
C 1.54 -4.46 -0.16
C 3.95 -3.96 -0.40
H -1.07 -5.86 2.47
H -2.51 -5.74 1.46
H -1.50 -4.30 1.74
H -0.99 -4.79 -0.50
H -0.79 -6.50 -0.12
H 1.20 -6.80 1.97
H 3.85 -6.01 1.42
H 1.24 -3.76 -0.92
H 4.47 -3.21 0.21
H 3.71 -3.39 -1.29
H 4.65 -4.78 -0.57
C -4.72 0.39 -5.40
C -4.40 -0.68 -4.38
N -3.17 -1.39 -4.74
C -3.11 -2.34 -5.73
C -1.79 -2.65 -5.90
N -1.05 -1.92 -4.99
C -1.91 -1.10 -4.39
C 0.37 -2.07 -4.78
H -5.49 1.05 -4.98
H -5.09 0.00 -6.34
H -3.89 1.05 -5.67
H -5.18 -1.42 -4.19
H -4.30 -0.25 -3.38
H -3.95 -2.71 -6.29
H -1.31 -3.43 -6.46
H -1.58 -0.25 -3.82
H 0.67 -1.74 -3.78
H 0.93 -1.47 -5.49
H 0.74 -3.09 -4.87
N 0.27 -1.44 -0.14
S -1.37 -0.97 -0.05
O -1.98 -0.48 -1.24
O -1.71 -0.29 1.17
F -2.05 -2.40 0.21
S 0.75 -0.05 -0.66
O 0.80 1.04 0.31
O 0.74 0.35 -2.04
F 2.33 -0.50 -0.58

Calculated values
Charge: +5
Multiplicity: 1
HOMO-LUMO gap, Ha: 0.3622

These are the Mulliken partial charges, in e, on atoms 1 to 5: C -0.71; C -0.75; C 0.57; C -1.22; N 0.45